No. 1
{"formula": "C6H12", "method": "the ωB97M-V functional and the def2-TZVPD basis", "symbols": ["C", "C", "C", "C", "H", "H", "H", "H", "H", "H", "H", "H", "C", "C", "H", "H", "H", "H"], "positions_angstrom": [[-1.20876, -0.79852, -0.17216], [-1.70036, 0.37316, -0.81784], [0.66078, -0.77995, -0.04970], [1.13873, -1.90506, 0.58426], [-1.52160, -0.93347, 0.85996], [-1.31549, -1.71340, -0.73966], [0.97522, -0.69989, -1.09168], [-0.60008, 1.34780, -0.62957], [-1.84749, 0.33510, -1.89132], [-2.40514, 1.01049, -0.29740], [1.69009, -2.66870, 0.05469], [0.92255, -2.09006, 1.62958], [0.98906, 0.66672, 0.67433], [0.46678, 1.80753, -0.09651], [0.00628, 2.61152, 0.46966], [2.07326, 0.67797, 0.73656], [0.56717, 0.60092, 1.67723], [1.10900, 2.15783, -0.90042]], "forces_ev_per_a": [[0.67, -0.10, 0.12], [-0.77, -0.47, -0.07], [-0.37, 2.18, -0.12], [0.20, -0.83, 0.49], [0.12, 0.01, 0.01], [0.11, -0.05, -0.04], [-0.12, -0.05, -0.05], [1.61, 0.67, 0.35], [0.16, 0.12, -0.02], [0.11, 0.09, 0.06], [-0.13, -0.11, -0.04], [0.12, 0.05, 0.07], [-0.46, -1.70, -0.23], [-1.70, -0.15, -0.92], [0.32, 0.18, 0.11], [0.05, 0.00, 0.13], [0.10, 0.08, 0.09], [0.00, 0.09, 0.05]], "gap_ev": [7.72, 7.04]}

No. 2
{"formula": "CH3Cl2O2P", "method": "the ωB97M-V functional and the def2-TZVPD basis", "symbols": ["O", "P", "O", "Cl", "C", "Cl", "H", "H", "H"], "positions_angstrom": [[0.04131, -1.35570, -1.23957], [-0.46877, -0.21131, -0.51400], [-1.85107, -0.54393, 0.22392], [-1.06597, 1.38936, -1.45826], [1.01144, 0.40869, 0.57570], [2.16219, 0.85502, -0.55132], [-1.69517, -1.51989, 0.59585], [1.19094, -0.34912, 1.35998], [0.67511, 1.32688, 1.00770]], "forces_ev_per_a": [[0.23, -0.84, -0.96], [1.16, -0.34, 1.52], [1.02, -2.84, 1.86], [-0.21, 1.04, -0.74], [-4.09, -0.73, 0.65], [2.41, 0.15, -1.35], [-0.79, 2.86, -1.12], [0.55, 0.31, -0.70], [-0.27, 0.39, 0.83]], "gap_ev": 10.81, "smiles": "O=[P@](O)(Cl)CCl"}

No. 3
{"formula": "CH2N2O3Si", "method": "the ωB97M-V functional and the def2-TZVPD basis", "symbols": ["N", "C", "Si", "O", "H", "O", "N", "O", "H"], "positions_angstrom": [[1.82554, 3.61563, -0.50329], [1.32247, 2.58613, -0.45676], [0.24282, 1.08539, -0.89551], [-0.14497, 0.03852, 0.11484], [-0.29361, 1.49136, -2.17995], [-0.40105, -3.14590, 3.64686], [-0.73844, -2.39191, 2.77930], [0.06812, -1.27918, 2.55839], [-0.25971, -0.81942, 1.81357]], "forces_ev_per_a": [[0.32, 0.46, 0.17], [-0.76, -1.43, -0.47], [0.51, 1.80, 0.81], [-0.03, -0.35, -0.08], [-0.12, -0.45, -0.37], [0.27, 2.50, -1.65], [-0.55, -1.15, 0.31], [1.45, -2.06, 3.21], [-1.10, 0.68, -1.92]], "gap_ev": 7.90, "smiles": "N#C[SiH]=O.O=NO"}

No. 4
{"formula": "C3H10N2O2", "method": "the ωB97M-V functional and the def2-TZVPD basis", "symbols": ["N", "C", "N", "O", "O", "H", "H", "H", "H", "H", "H", "C", "C", "H", "H", "H", "H"], "positions_angstrom": [[-1.21398, 1.88848, -0.61678], [-0.10363, 1.47249, 0.21032], [1.16578, 1.57491, -0.48258], [-0.04162, 2.31520, 1.33401], [-0.33250, 0.16479, 0.59492], [-1.99169, 1.26282, -0.46758], [-1.53119, 2.81095, -0.33302], [1.14097, 1.00740, -1.32138], [1.31708, 2.53579, -0.76895], [0.78457, 2.14443, 1.80044], [0.47165, -0.50217, 0.62292], [0.17464, -2.57948, 0.52314], [-0.03396, -2.98597, -0.71649], [-0.62481, -2.00778, 1.05499], [1.04230, -2.85390, 1.10366], [0.71468, -3.51397, -1.28937], [-0.93831, -2.73399, -1.24825]], "forces_ev_per_a": [[-0.34, 0.12, 0.26], [0.77, 0.24, -0.13], [0.36, -0.21, 0.25], [-0.21, 0.33, -0.04], [1.41, -2.25, 0.09], [-0.07, -0.17, 0.04], [0.19, -0.06, -0.04], [-0.10, 0.05, -0.03], [-0.07, -0.06, 0.02], [0.02, -0.10, -0.12], [-1.99, 2.69, -0.41], [-1.23, 0.05, 0.80], [0.31, 0.23, -0.26], [0.78, -0.73, -0.44], [0.25, 0.02, -0.07], [0.07, -0.21, 0.07], [-0.15, 0.06, 0.00]], "gap_ev": 10.45, "smiles": "NC(N)(O)O.C=C"}

Computed ΔE to the lowest compared entry with this formula, charge and spin, in the same sequence as the records: 5.263 0.432 2.195 1.990 eV.